8 unconnected molecules or ions with the total composition C38H57BrF14N8O12S. Source: OMol25; level of theory: ωB97M-V with the def2-TZVPD basis set.

Last columns: bonded neighbours and bond lengths (Å).
CARTESIAN COORDINATES (ANGSTROEM)
1 C 5.94 0.12 -0.20  C2 1.579, H40 1.121, H41 1.109, H42 1.111
2 C 4.93 0.73 -1.25  C1 1.579, F3 1.422, N4 1.453, H43 1.122
3 F 4.66 -0.31 -2.18  C2 1.422
4 N 3.76 1.27 -0.59  C2 1.453, C5 1.460, C38 1.448
5 C 3.15 0.45 0.45  N4 1.460, O6 1.183, C7 1.563
6 O 3.36 0.47 1.62  C5 1.183
7 C 2.13 -0.39 -0.39  C5 1.563, C8 1.443, C37 1.475
8 C 1.55 -1.70 -0.20  C7 1.443, Br9 1.931, C10 1.458
9 Br 2.03 -2.73 1.36  C8 1.931
10 C 0.62 -2.16 -1.23  C8 1.458, F11 1.366, C12 1.458
11 F 0.14 -3.42 -1.03  C10 1.366
12 C 0.23 -1.38 -2.39  C10 1.458, C13 1.550, C20 1.483
13 C -0.75 -1.98 -3.42  C12 1.550, C14 1.576, H44 1.111, H45 1.128
14 C -2.02 -2.69 -2.80  C13 1.576, O15 1.433, C16 1.581, H46 1.115
15 O -3.15 -1.85 -3.07  C14 1.433, H47 0.975
16 C -2.26 -4.01 -3.64  C14 1.581, F17 1.387, F18 1.389, F19 1.366
17 F -2.25 -3.64 -4.98  C16 1.387
18 F -3.48 -4.62 -3.42  C16 1.389
19 F -1.28 -4.95 -3.50  C16 1.366
20 C 0.83 -0.03 -2.58  C12 1.483, S21 1.808, C37 1.446
21 S 0.41 1.04 -3.98  C20 1.808, O22 1.450, O23 1.464, C24 1.885
22 O 1.32 2.15 -4.20  S21 1.450
23 O 0.43 0.21 -5.19  S21 1.464
24 C -1.30 1.79 -3.75  S21 1.885, F25 1.362, F26 1.380, C27 1.588
25 F -2.28 0.85 -3.76  C24 1.362
26 F -1.48 2.54 -4.89  C24 1.380
27 C -1.37 2.81 -2.54  C24 1.588, F28 1.370, F29 1.380, C30 1.579
28 F -0.32 2.71 -1.66  C27 1.370
29 F -1.30 4.09 -3.06  C27 1.380
30 C -2.69 2.77 -1.67  C27 1.579, F31 1.357, F32 1.389, C33 1.598
31 F -3.84 2.79 -2.39  C30 1.357
32 F -2.68 3.94 -0.92  C30 1.389
33 C -2.65 1.60 -0.58  C30 1.598, F34 1.353, F35 1.378, F36 1.349
34 F -1.93 0.53 -0.97  C33 1.353
35 F -2.03 2.09 0.55  C33 1.378
36 F -3.90 1.27 -0.19  C33 1.349
37 C 1.77 0.41 -1.58  C7 1.475, C20 1.446, C38 1.564
38 C 2.64 1.70 -1.41  N4 1.448, C37 1.564, O39 1.186
39 O 2.51 2.82 -1.75  C38 1.186
40 H 5.51 -0.81 0.25  C1 1.121
41 H 6.83 -0.19 -0.79  C1 1.109
42 H 6.23 0.89 0.55  C1 1.111
43 H 5.49 1.52 -1.81  C2 1.122
44 H -1.11 -1.28 -4.20  C13 1.111
45 H -0.18 -2.78 -3.97  C13 1.128
46 H -1.99 -2.84 -1.70  C14 1.115
47 H -3.97 -2.30 -2.80  O15 0.975
48 C -2.22 -8.52 -0.69  N49 1.449, H53 1.093, H54 1.092, H55 1.090
49 N -1.91 -7.20 -0.17  C48 1.449, C50 1.453, C51 1.352
50 C -0.75 -7.03 0.68  N49 1.453, H56 1.092, H57 1.092, H58 1.089
51 C -2.68 -6.13 -0.45  N49 1.352, O52 1.212, H59 1.103
52 O -2.49 -5.00 -0.04  C51 1.212
53 H -2.37 -9.21 0.14  C48 1.093
54 H -1.38 -8.87 -1.30  C48 1.092
55 H -3.11 -8.50 -1.31  C48 1.090
56 H -1.06 -6.65 1.65  C50 1.092
57 H -0.07 -6.31 0.22  C50 1.092
58 H -0.23 -7.98 0.81  C50 1.089
59 H -3.54 -6.37 -1.09  C51 1.103
60 C -1.97 4.50 -7.25  N61 1.450, H65 1.091, H66 1.093, H67 1.090
61 N -2.17 4.51 -8.68  C60 1.450, C62 1.451, C63 1.355
62 C -3.53 4.55 -9.20  N61 1.451, H68 1.092, H69 1.092, H70 1.089
63 C -1.14 4.49 -9.56  N61 1.355, O64 1.215, H71 1.103
64 O -1.25 4.50 -10.77  C63 1.215
65 H -2.45 3.61 -6.83  C60 1.091
66 H -2.41 5.40 -6.82  C60 1.093
67 H -0.91 4.47 -7.01  C60 1.090
68 H -3.70 3.67 -9.83  C62 1.092
69 H -3.65 5.44 -9.82  C62 1.092
70 H -4.25 4.56 -8.39  C62 1.089
71 H -0.15 4.46 -9.06  C63 1.103
72 C -1.15 -1.35 4.77  N73 1.449, H77 1.093, H78 1.090, H79 1.091
73 N -0.26 -2.48 4.95  C72 1.449, C74 1.452, C75 1.350
74 C 0.69 -2.46 6.05  N73 1.452, H80 1.093, H81 1.091, H82 1.086
75 C -0.27 -3.54 4.12  N73 1.350, O76 1.219, H83 1.104
76 O 0.46 -4.52 4.22  C75 1.219
77 H -0.56 -0.45 4.62  C72 1.093
78 H -1.77 -1.24 5.67  C72 1.090
79 H -1.80 -1.50 3.91  C72 1.091
80 H 1.70 -2.53 5.66  C74 1.093
81 H 0.50 -3.32 6.70  C74 1.091
82 H 0.58 -1.54 6.63  C74 1.086
83 H -1.02 -3.46 3.32  C75 1.104
84 C 11.01 1.51 -3.17  N85 1.450, H89 1.092, H90 1.092, H91 1.089
85 N 9.87 1.87 -2.35  C84 1.450, C86 1.452, C87 1.352
86 C 9.34 3.23 -2.43  N85 1.452, H92 1.092, H93 1.092, H94 1.089
87 C 9.28 0.99 -1.51  N85 1.352, O88 1.219, H95 1.103
88 O 8.32 1.24 -0.80  C87 1.219
89 H 11.85 2.16 -2.92  C84 1.092
90 H 10.75 1.65 -4.22  C84 1.092
91 H 11.29 0.47 -3.01  C84 1.089
92 H 9.40 3.69 -1.44  C86 1.092
93 H 8.30 3.19 -2.74  C86 1.092
94 H 9.92 3.81 -3.14  C86 1.089
95 H 9.75 0.00 -1.53  C87 1.103
96 C -1.69 2.18 9.50  N97 1.448, H101 1.092, H102 1.092, H103 1.090
97 N -1.63 1.21 8.42  C96 1.448, C98 1.458, C99 1.349
98 C -1.79 1.68 7.05  N97 1.458, H104 1.091, H105 1.088, H106 1.085
99 C -1.41 -0.10 8.65  N97 1.349, O100 1.220, H107 1.103
100 O -1.35 -0.96 7.78  C99 1.220
101 H -2.67 2.66 9.49  C96 1.092
102 H -0.91 2.93 9.36  C96 1.092
103 H -1.55 1.69 10.47  C96 1.090
104 H -2.65 1.17 6.60  C98 1.091
105 H -0.90 1.43 6.48  C98 1.088
106 H -1.95 2.75 7.03  C98 1.085
107 H -1.30 -0.34 9.72  C99 1.103
108 C 0.32 4.00 1.99  N109 1.451, H113 1.093, H114 1.092, H115 1.089
109 N -0.02 3.60 3.34  C108 1.451, C110 1.452, C111 1.352
110 C 1.02 3.56 4.35  N109 1.452, H116 1.092, H117 1.092, H118 1.089
111 C -1.28 3.26 3.69  N109 1.352, O112 1.220, H119 1.102
112 O -1.63 2.92 4.81  C111 1.220
113 H 1.07 3.32 1.59  C108 1.093
114 H 0.74 5.02 2.01  C108 1.092
115 H -0.55 3.99 1.34  C108 1.089
116 H 1.10 2.54 4.74  C110 1.092
117 H 0.76 4.23 5.16  C110 1.092
118 H 1.98 3.85 3.92  C110 1.089
119 H -2.00 3.33 2.85  C111 1.102
120 C -6.41 -1.74 3.03  N121 1.449, H125 1.092, H126 1.092, H127 1.090
121 N -5.45 -1.65 1.94  C120 1.449, C122 1.449, C123 1.351
122 C -4.11 -1.16 2.22  N121 1.449, H128 1.090, H129 1.093, H130 1.089
123 C -5.76 -2.00 0.67  N121 1.351, O124 1.216, H131 1.103
124 O -4.99 -1.94 -0.27  C123 1.216
125 H -6.56 -0.74 3.46  C120 1.092
126 H -6.02 -2.41 3.79  C120 1.092
127 H -7.36 -2.12 2.67  C120 1.090
128 H -3.92 -0.27 1.61  C122 1.090
129 H -3.39 -1.93 1.95  C122 1.093
130 H -4.01 -0.91 3.27  C122 1.089
131 H -6.79 -2.36 0.56  C123 1.103

Output
- Molar mass: 1195.86 g/mol
- Structure (SMILES): C[C@@H](F)N1C(=O)c2c(Br)c(F)c(C[C@@H](O)C(F)(F)F)c(S(=O)(=O)C(F)(F)C(F)(F)C(F)(F)C(F)(F)F)c2C1=O.CN(C)C=O.CN(C)C=O.CN(C)C=O.CN(C)C=O.CN(C)C=O.CN(C)C=O.CN(C)C=O
- 2S+1: 1
- E_HOMO: -8.7294 eV
- E_tot: -7193.341887 hartree

Löwdin atomic charge list, values in e, 5 entries:
1 C -0.0238
2 C -0.2944
3 F -0.0186
4 N 0.0468
5 C -0.3547